[1]
12
Properties=species:S:1:pos:R:3:lowdin_charge:R:1 method="wB97M-V/def2-TZVPD" fmax_ev_per_a=0.5 spin_multiplicity=1 lumo_ev=-0.428 de_lowest_kcal_mol=139.5 energy_ha=-269.123976 gap_ev=8.424
C 1.090 -0.434 -0.325 -0.0825
C 0.328 0.855 0.119 -0.3323
C -1.003 0.090 -0.203 -0.2458
O -0.938 -0.572 -1.459 0.0123
C -0.260 -1.160 -0.356 -0.2189
C 0.047 0.766 1.561 0.1812
H 1.828 -0.754 0.411 0.1082
H 1.516 -0.409 -1.333 0.1170
H 0.501 1.826 -0.362 0.1379
H -1.994 0.339 0.162 0.1520
H -0.537 -2.147 -0.005 0.1498
H -0.609 1.626 1.809 0.0210



[2]
12
Properties=species:S:1:pos:R:3:lowdin_charge:R:1 method="wB97M-V/def2-TZVPD" fmax_ev_per_a=0.6 smiles=C#C[C@@H]1O[C@@H]1C spin_multiplicity=1 lumo_ev=1.100 de_lowest_kcal_mol=62.0 energy_ha=-269.247363 gap_ev=11.049
C -1.683 1.920 -0.200 0.1297
C -0.847 1.274 0.381 -0.0666
C 0.170 0.495 1.072 -0.2755
O 1.475 0.390 0.515 -0.0049
C 0.670 -0.779 0.524 -0.3098
C 0.326 -1.259 -0.856 -0.0374
H -2.411 2.514 -0.709 0.0300
H 0.207 0.647 2.144 0.1415
H 0.956 -1.545 1.249 0.1419
H 0.079 -0.401 -1.487 0.0817
H -0.507 -1.969 -0.864 0.0847
H 1.213 -1.742 -1.280 0.0847



[3]
12
Properties=species:S:1:pos:R:3:lowdin_charge:R:1 method="wB97M-V/def2-TZVPD" fmax_ev_per_a=1.2 spin_multiplicity=1 lumo_ev=1.147 de_lowest_kcal_mol=85.4 energy_ha=-269.210184 gap_ev=10.568
C 1.106 -0.345 -0.391 -0.1259
C 0.322 0.902 -0.105 -0.1960
C -1.147 0.462 -0.253 -0.2492
O -1.176 -0.891 -0.638 -0.0544
C -0.056 -1.168 0.157 -0.1472
C -0.462 0.351 1.051 -0.0067
H 1.979 -0.457 0.261 0.1215
H 1.373 -0.536 -1.435 0.1153
H 0.711 1.908 -0.206 0.1300
H -2.009 1.044 -0.543 0.1457
H 0.085 -2.264 0.203 0.1432
H -0.718 1.003 1.906 0.1237



[4]
12
Properties=species:S:1:pos:R:3:lowdin_charge:R:1 method="wB97M-V/def2-TZVPD" fmax_ev_per_a=5.2 smiles="C=C/C=C/C=O" spin_multiplicity=1 lumo_ev=0.068 de_lowest_kcal_mol=44.8 energy_ha=-269.274772 gap_ev=9.553
C -1.889 -1.221 0.010 -0.0103
C -1.110 -0.578 0.882 -0.1490
C 0.321 0.019 0.602 -0.0859
C 0.524 0.563 -0.571 -0.0480
C 2.016 1.228 -0.681 -0.2184
O 2.748 1.481 0.257 0.0192
H -2.766 -1.768 0.349 0.0540
H -1.701 -1.224 -1.059 0.0531
H -1.362 -0.605 1.943 0.0842
H 0.926 0.155 1.493 0.1080
H -0.016 0.488 -1.501 0.0915
H 2.309 1.461 -1.725 0.1017



[5]
12
Properties=species:S:1:pos:R:3:lowdin_charge:R:1 method="wB97M-V/def2-TZVPD" fmax_ev_per_a=8.7 spin_multiplicity=1 lumo_ev=0.559 de_lowest_kcal_mol=87.4 energy_ha=-269.207027 gap_ev=9.787
C -1.202 0.959 0.206 -0.0126
C -0.675 -0.328 -0.246 -0.4172
O -1.314 -1.408 0.113 -0.0223
C 0.499 -0.900 -0.905 -0.1507
C 1.266 -0.581 0.261 -0.1263
C 1.973 0.277 0.789 0.1513
H -2.287 0.904 0.091 0.0977
H -0.788 1.767 -0.389 0.0892
H -0.956 1.088 1.262 0.1009
H 0.842 -0.478 -1.835 0.1283
H 0.310 -1.964 -1.056 0.1286
H 2.331 0.664 1.709 0.0330



[6]
12
Properties=species:S:1:pos:R:3:lowdin_charge:R:1 method="wB97M-V/def2-TZVPD" fmax_ev_per_a=1.6 smiles="C1=C[C@@H]2C[C@@H]2O1" spin_multiplicity=1 lumo_ev=1.147 de_lowest_kcal_mol=37.9 energy_ha=-269.285888 gap_ev=9.537
C -1.118 -1.087 0.395 -0.1239
C 0.226 -1.199 0.478 -0.0543
C 0.844 -0.084 -0.259 -0.2257
C 0.498 1.247 0.278 -0.0813
C -0.383 0.700 -0.779 -0.2284
O -1.502 -0.062 -0.414 -0.0478
H -1.983 -1.703 0.754 0.1387
H 0.744 -2.018 0.944 0.0973
H 1.787 -0.233 -0.770 0.1317
H 1.150 2.049 -0.100 0.1202
H 0.147 1.264 1.284 0.1115
H -0.408 1.125 -1.812 0.1621